# 1
{"formula": "C10H10ClN3", "method": "ωB97M-V/def2-TZVPD", "relative_energy_kcal_mol": 0.0, "total_energy_ev": -27523.53613, "max_force_ev_per_a": 2.1, "smiles": "CN(c1ccncc1)n1cccc1Cl", "orbital_gap_ev": 9.446, "spin_multiplicity": 1, "total_charge": 0, "symbols": ["C", "C", "C", "C", "C", "C", "C", "C", "C", "C", "H", "H", "H", "H", "H", "H", "H", "H", "H", "H", "N", "N", "N", "Cl"], "positions_angstrom": [[-0.27, 1.96, -1.14], [1.05, 0.16, -0.14], [1.08, -1.09, 0.48], [2.27, -1.55, 1.02], [3.42, 0.32, 0.34], [2.26, 0.88, -0.26], [-1.93, -1.01, -1.01], [-3.02, -1.39, -0.31], [-2.99, -0.67, 0.93], [-1.94, 0.17, 0.92], [-0.08, 2.69, -0.30], [-1.31, 2.14, -1.49], [0.44, 2.22, -1.95], [0.19, -1.70, 0.64], [2.30, -2.52, 1.57], [4.38, 0.82, 0.26], [2.32, 1.83, -0.77], [-1.55, -1.33, -1.96], [-3.72, -2.17, -0.52], [-3.72, -0.73, 1.71], [-0.11, 0.58, -0.76], [3.42, -0.85, 1.00], [-1.25, -0.02, -0.31], [-1.26, 1.28, 2.05]]}

---

# 2
{"formula": "C19H32BO8P", "method": "ωB97M-V/def2-TZVPD", "total_energy_ev": -46560.48821, "max_force_ev_per_a": 8.8, "smiles": "CC(=O)OCCCCCCCCB(C[C@@H](C)O)P(=O)(O)O.O=C1C=CC(=O)C=C1", "orbital_gap_ev": 8.578, "spin_multiplicity": 1, "total_charge": 0, "symbols": ["C", "C", "O", "O", "C", "C", "C", "C", "C", "C", "C", "C", "B", "C", "C", "C", "O", "P", "O", "O", "O", "H", "H", "H", "H", "H", "H", "H", "H", "H", "H", "H", "H", "H", "H", "H", "H", "H", "H", "H", "H", "H", "H", "H", "H", "H", "H", "H", "H", "C", "C", "C", "O", "C", "C", "C", "O", "H", "H", "H", "H"], "positions_angstrom": [[6.58, 0.91, 1.19], [6.17, -0.68, 1.49], [5.45, -1.01, 2.58], [6.61, -1.65, 0.46], [5.49, -2.49, -0.02], [4.32, -1.60, -0.82], [4.95, -0.87, -2.19], [4.20, 0.55, -2.50], [2.86, 0.32, -3.44], [1.51, 0.35, -2.47], [0.59, -0.98, -2.79], [-0.37, -1.44, -1.54], [-1.59, -0.40, -1.17], [-1.77, 1.13, -1.72], [-1.45, 2.31, -0.62], [-0.07, 2.09, 0.24], [-1.26, 3.57, -1.41], [-2.94, -1.06, 0.08], [-3.78, -2.21, -0.64], [-2.16, -1.72, 1.49], [-3.97, 0.29, 0.51], [6.42, 1.06, 0.02], [7.73, 1.08, 1.44], [5.89, 1.66, 1.80], [5.01, -3.13, 0.84], [5.94, -3.23, -0.83], [3.53, -2.39, -1.24], [3.75, -0.85, -0.13], [4.79, -1.65, -3.07], [6.11, -0.62, -2.03], [3.84, 1.08, -1.51], [4.91, 1.28, -3.11], [2.93, -0.73, -4.00], [2.77, 1.13, -4.31], [1.77, 0.33, -1.32], [0.98, 1.37, -2.70], [1.36, -1.87, -2.96], [0.01, -0.88, -3.83], [0.26, -1.64, -0.55], [-0.89, -2.49, -1.79], [-2.93, 1.25, -2.00], [-1.20, 1.28, -2.75], [-2.34, 2.49, 0.13], [0.84, 2.20, -0.48], [-0.05, 1.13, 0.91], [0.00, 3.01, 0.99], [-1.98, 3.64, -2.11], [-2.85, -2.25, 2.01], [-3.49, 0.93, 1.13], [-6.04, -0.13, 2.60], [-7.12, 0.64, 2.42], [-8.03, 0.94, 3.54], [-9.02, 1.64, 3.39], [-7.71, 0.36, 4.86], [-6.63, -0.41, 5.03], [-5.71, -0.71, 3.91], [-4.72, -1.41, 4.07], [-5.36, -0.36, 1.78], [-7.38, 1.07, 1.46], [-8.38, 0.59, 5.67], [-6.37, -0.84, 6.00]]}

---

# 3
{"formula": "C3H6O2", "method": "ωB97M-V/def2-TZVPD", "relative_energy_kcal_mol": 61.2, "total_energy_ev": -7301.02581, "max_force_ev_per_a": 2.8, "smiles": "COCC=O", "orbital_gap_ev": 10.353, "spin_multiplicity": 1, "total_charge": 0, "symbols": ["C", "O", "C", "C", "O", "H", "H", "H", "H", "H", "H"], "positions_angstrom": [[1.24, -0.94, -1.00], [-0.03, -0.32, -0.78], [-0.19, 0.50, 0.33], [-1.56, 0.67, 0.82], [-1.83, 0.86, 1.99], [1.85, -0.35, -1.69], [1.81, -1.11, -0.07], [1.06, -1.93, -1.46], [-0.41, 1.69, 0.20], [0.57, 0.31, 1.11], [-2.25, 0.84, -0.03]]}

---

# 4
{"formula": "C4H8N2S", "method": "ωB97M-V/def2-TZVPD", "relative_energy_kcal_mol": 106.2, "total_energy_ev": -18089.13572, "max_force_ev_per_a": 6.0, "smiles": "N/N=C\\SC1CC1", "orbital_gap_ev": 9.317, "spin_multiplicity": 1, "total_charge": 0, "symbols": ["C", "C", "C", "C", "H", "H", "H", "H", "H", "H", "H", "H", "N", "N", "S"], "positions_angstrom": [[0.40, -1.44, -0.12], [0.13, 1.11, 0.17], [-0.72, 1.32, 1.44], [-0.89, 2.35, 0.43], [1.04, -2.29, -2.18], [1.15, -3.97, -1.83], [0.53, -1.12, 0.97], [1.18, 1.69, 0.12], [-1.60, 0.61, 1.46], [-0.34, 1.58, 2.46], [-0.24, 3.35, 0.23], [-1.93, 2.45, 0.03], [0.65, -3.03, -1.57], [0.73, -2.61, -0.35], [-0.08, -0.01, -1.25]]}

---

# 5
{"formula": "C38H33ClMnN2O3P2Se", "method": "ωB97M-V/def2-TZVPD", "s_squared": 6.204, "relative_energy_kcal_mol": 27.2, "total_energy_ev": -176826.61031, "max_force_ev_per_a": 2.4, "orbital_gap_ev": [5.868, 7.142], "spin_multiplicity": 5, "total_charge": 1, "symbols": ["Mn", "N", "P", "C", "C", "C", "C", "C", "C", "C", "C", "C", "C", "C", "C", "P", "C", "C", "C", "C", "C", "C", "C", "C", "C", "C", "C", "C", "H", "H", "H", "H", "H", "H", "H", "H", "H", "H", "H", "H", "H", "H", "H", "H", "H", "H", "H", "H", "H", "Se", "C", "C", "C", "N", "C", "C", "H", "H", "H", "H", "C", "C", "C", "C", "Cl", "C", "C", "C", "O", "C", "C", "O", "O", "H", "H", "H", "H", "H", "H", "H", "H"], "positions_angstrom": [[0.29, 1.29, 0.19], [-1.64, -0.92, 1.96], [-0.32, -0.65, 3.10], [-0.28, -2.23, 4.01], [0.89, -2.42, 4.75], [1.04, -3.55, 5.54], [0.02, -4.49, 5.60], [-1.14, -4.30, 4.87], [-1.30, -3.17, 4.08], [1.00, -1.04, 1.86], [2.04, -0.14, 1.55], [3.08, -0.56, 0.72], [3.08, -1.83, 0.18], [2.04, -2.71, 0.46], [1.01, -2.31, 1.28], [-1.60, -0.06, 0.49], [-1.84, -1.36, -0.75], [-1.62, -1.09, -2.10], [-1.83, -2.07, -3.06], [-2.24, -3.33, -2.67], [-2.46, -3.61, -1.33], [-2.26, -2.64, -0.37], [-3.15, 0.90, 0.44], [-3.65, 1.30, -0.79], [-4.80, 2.07, -0.86], [-5.45, 2.44, 0.31], [-4.93, 2.08, 1.54], [-3.78, 1.32, 1.62], [-2.55, -0.90, 2.40], [1.67, -1.67, 4.70], [1.95, -3.68, 6.11], [0.14, -5.36, 6.22], [-1.94, -5.03, 4.93], [-2.22, -3.03, 3.52], [2.14, 0.79, 2.10], [3.91, 0.12, 0.51], [3.90, -2.15, -0.46], [2.05, -3.71, 0.05], [0.22, -3.01, 1.54], [-1.27, -0.11, -2.42], [-1.66, -1.84, -4.10], [-2.39, -4.11, -3.42], [-2.78, -4.60, -1.03], [-2.43, -2.86, 0.68], [-3.15, 1.01, -1.71], [-5.19, 2.38, -1.82], [-6.36, 3.02, 0.26], [-5.43, 2.39, 2.45], [-3.36, 1.07, 2.59], [-0.51, 2.57, 1.94], [0.66, 4.01, 2.52], [1.48, 4.71, 1.65], [2.20, 5.78, 2.16], [2.14, 6.16, 3.43], [1.35, 5.48, 4.25], [0.59, 4.39, 3.85], [1.56, 4.44, 0.61], [2.85, 6.36, 1.51], [1.32, 5.83, 5.28], [-0.04, 3.85, 4.55], [2.11, 1.75, -6.02], [2.06, 0.44, -5.29], [1.59, -0.71, -5.93], [1.55, -1.93, -5.27], [0.99, -3.34, -6.11], [1.96, -2.03, -3.95], [2.44, -0.90, -3.32], [2.50, 0.31, -3.97], [3.10, 1.38, -3.32], [2.28, 2.43, -2.84], [1.41, 2.01, -1.66], [0.50, 1.14, -1.80], [1.60, 2.50, -0.50], [2.16, 1.59, -7.10], [2.96, 2.35, -5.71], [1.19, 2.32, -5.83], [1.29, -0.65, -6.97], [1.90, -2.98, -3.44], [2.79, -0.96, -2.30], [1.62, 2.82, -3.62], [2.95, 3.22, -2.50]]}

---

# 6
{"formula": "C2H4ClNO2", "method": "ωB97M-V/def2-TZVPD", "relative_energy_kcal_mol": 176.5, "total_energy_ev": -20238.56882, "max_force_ev_per_a": 2.6, "orbital_gap_ev": [8.977, 6.332], "spin_multiplicity": 1, "total_charge": 0, "symbols": ["C", "C", "N", "O", "O", "Cl", "H", "H", "H", "H"], "positions_angstrom": [[0.00, -1.38, 0.56], [0.92, 1.69, -0.58], [-1.06, -0.68, 0.07], [-1.42, -1.05, -1.03], [-1.65, 0.18, 0.86], [-0.55, 2.02, 0.11], [0.45, -1.13, 1.49], [0.48, -2.29, 0.11], [1.06, 1.40, -1.57], [1.77, 1.24, -0.02]]}

---

# 7
{"formula": "C20H14BN10ReS2", "method": "ωB97M-V/def2-TZVPD", "total_energy_ev": -60330.95526, "max_force_ev_per_a": 0.6, "orbital_gap_ev": [5.623, 5.622], "spin_multiplicity": 1, "total_charge": 2, "symbols": ["Re", "C", "C", "N", "N", "C", "B", "N", "C", "C", "C", "N", "N", "C", "C", "C", "N", "N", "C", "C", "C", "N", "H", "H", "H", "H", "H", "H", "H", "H", "H", "H", "H", "H", "S", "C", "C", "C", "C", "N", "C", "C", "C", "S", "C", "N", "H", "H"], "positions_angstrom": [[0.56, -0.09, -0.55], [-3.69, -0.34, -0.90], [-2.44, -0.32, -1.47], [-1.49, -0.29, -0.49], [-2.15, -0.30, 0.70], [-3.46, -0.32, 0.48], [-1.32, -0.18, 2.02], [-0.61, 1.20, 1.93], [-0.63, 2.31, 2.66], [0.20, 3.27, 2.05], [0.72, 2.65, 0.95], [0.23, 1.38, 0.85], [-0.17, -1.28, 1.95], [0.18, -2.20, 2.83], [1.28, -2.94, 2.34], [1.57, -2.39, 1.13], [0.68, -1.37, 0.88], [-2.17, -0.40, 3.20], [-2.97, -1.50, 3.46], [-3.53, -1.32, 4.68], [-3.02, -0.09, 5.13], [-2.24, 0.49, 4.25], [-4.64, -0.37, -1.40], [-2.16, -0.34, -2.51], [-4.15, -0.34, 1.30], [-1.22, 2.34, 3.56], [0.39, 4.27, 2.40], [1.41, 3.03, 0.22], [-0.37, -2.30, 3.76], [1.78, -3.75, 2.83], [2.33, -2.64, 0.41], [-3.06, -2.31, 2.74], [-4.21, -1.99, 5.19], [-3.23, 0.42, 6.06], [0.62, -1.21, -2.51], [1.83, -0.28, -3.38], [1.91, -0.40, -4.77], [2.85, 0.33, -5.47], [2.94, 0.19, -6.90], [3.01, 0.07, -8.04], [3.72, 1.20, -4.78], [3.64, 1.33, -3.40], [2.69, 0.58, -2.70], [2.62, 0.75, -0.95], [4.71, 1.96, -5.50], [5.50, 2.56, -6.08], [1.24, -1.06, -5.30], [4.31, 1.99, -2.88]]}

---

# 8
{"formula": "C20H42Cl40NO2S", "method": "ωB97M-V/def2-TZVPD", "total_energy_ev": -538725.84979, "max_force_ev_per_a": 5.9, "orbital_gap_ev": 6.139, "spin_multiplicity": 1, "total_charge": 1, "symbols": ["O", "N", "O", "S", "H", "H", "C", "Cl", "Cl", "H", "H", "C", "Cl", "Cl", "H", "H", "C", "Cl", "Cl", "H", "H", "C", "Cl", "Cl", "H", "H", "C", "Cl", "Cl", "H", "H", "C", "Cl", "Cl", "H", "H", "C", "Cl", "Cl", "H", "H", "C", "Cl", "Cl", "H", "H", "C", "Cl", "Cl", "H", "H", "C", "Cl", "Cl", "H", "H", "C", "Cl", "Cl", "H", "H", "C", "Cl", "Cl", "H", "H", "C", "Cl", "Cl", "H", "H", "C", "Cl", "Cl", "H", "H", "C", "Cl", "Cl", "H", "H", "C", "Cl", "Cl", "H", "H", "C", "Cl", "Cl", "H", "H", "C", "Cl", "Cl", "H", "H", "C", "Cl", "Cl", "H", "H", "C", "Cl", "Cl", "H", "H"], "positions_angstrom": [[-0.62, 1.55, 4.05], [-0.40, 1.79, 3.01], [0.88, 2.57, 2.77], [1.49, 3.33, 4.07], [1.26, 4.66, 3.87], [2.82, 3.25, 3.94], [1.80, 0.72, 0.37], [3.30, 0.65, 1.30], [2.09, 0.86, -1.35], [1.24, -0.19, 0.56], [1.24, 1.58, 0.68], [4.12, -1.77, -3.20], [5.62, -1.93, -2.28], [4.44, -1.62, -4.93], [3.51, -2.65, -3.04], [3.59, -0.89, -2.86], [-3.61, 4.33, 1.80], [-4.77, 3.78, 0.61], [-2.39, 3.05, 2.09], [-3.12, 5.22, 1.44], [-4.12, 4.53, 2.73], [-1.54, -1.39, 3.28], [-2.24, -2.97, 2.90], [-0.09, -1.08, 2.30], [-2.28, -0.62, 3.06], [-1.27, -1.37, 4.32], [-1.36, 1.31, -2.69], [-1.14, 1.63, -0.97], [-2.22, -0.20, -2.97], [-1.92, 2.13, -3.12], [-0.39, 1.25, -3.15], [-7.83, 1.02, 0.47], [-6.84, 1.52, -0.91], [-6.83, 0.34, 1.76], [-8.35, 1.88, 0.85], [-8.53, 0.27, 0.13], [-1.89, -2.74, -1.31], [-2.73, -4.26, -1.63], [-0.26, -2.74, -2.01], [-2.45, -1.93, -1.74], [-1.80, -2.61, -0.24], [-4.64, -2.24, 5.72], [-3.38, -1.28, 6.52], [-5.57, -1.29, 4.56], [-4.17, -3.06, 5.19], [-5.31, -2.62, 6.47], [2.89, 1.53, -6.13], [1.72, 0.90, -4.94], [2.10, 2.52, -7.36], [3.63, 2.13, -5.62], [3.36, 0.68, -6.61], [3.93, -3.43, 2.08], [2.64, -2.57, 2.96], [4.25, -2.71, 0.50], [4.83, -3.39, 2.67], [3.62, -4.45, 1.94], [0.55, -6.30, -0.99], [0.14, -7.19, 0.48], [2.29, -5.98, -1.10], [0.26, -6.89, -1.85], [0.03, -5.36, -0.99], [7.72, -3.08, 0.85], [9.45, -2.80, 1.00], [7.17, -4.43, 1.87], [7.20, -2.19, 1.16], [7.48, -3.32, -0.17], [-9.34, 2.91, -2.96], [-10.35, 2.25, -1.66], [-10.28, 3.85, -4.12], [-8.58, 3.55, -2.53], [-8.87, 2.09, -3.48], [-6.78, 5.83, -4.85], [-6.84, 4.73, -3.46], [-5.15, 6.42, -5.15], [-7.13, 5.29, -5.72], [-7.43, 6.67, -4.65], [2.94, -4.87, -5.32], [1.68, -3.85, -4.59], [3.31, -4.32, -6.95], [3.84, -4.80, -4.72], [2.59, -5.88, -5.35], [6.66, 1.95, -3.75], [5.48, 1.37, -2.58], [5.90, 2.95, -4.99], [7.41, 2.53, -3.23], [7.12, 1.10, -4.23], [-4.92, -4.48, -0.06], [-5.27, -3.43, 1.32], [-5.05, -3.62, -1.59], [-3.91, -4.86, 0.04], [-5.62, -5.30, -0.06], [0.68, 6.85, 2.11], [0.97, 7.07, 3.85], [-0.23, 5.37, 1.83], [0.12, 7.69, 1.74], [1.63, 6.78, 1.61], [9.21, 0.49, 3.39], [7.69, -0.32, 3.00], [9.34, 2.06, 2.59], [9.27, 0.63, 4.45], [10.03, -0.14, 3.05], [0.13, -0.05, 7.02], [0.82, 1.55, 7.33], [1.14, -0.96, 5.90], [0.06, -0.59, 7.95], [-0.85, 0.08, 6.59]]}